Density functional theory data (the ωB97M-V functional and the def2-TZVPD basis) for a cluster of 2 separate species, C2H4FNO in total.

Properties
**LUMO level**: 0.025 Ha
**Relative energy (zero: lowest compared OMol25 entry of this formula, charge and spin)**: 83.2 kJ/mol
**Charge**: 0
**Gap between HOMO and LUMO**: 11.1 eV
**HOMO**: -10.394 eV

Atoms and positions in Å:
C 1.28724 0.70795 -0.19747
N -0.08145 0.79690 0.11984
C -1.24693 0.50980 0.00942
O -2.38079 0.33226 0.01161
H 1.37556 1.20714 -1.04889
H 1.88008 1.24073 0.53444
H 1.75228 -0.32816 -0.25548
F -1.02177 -2.40770 0.08223
H -1.56422 -2.05893 0.74429


Density functional theory data (the ωB97M-V functional and the def2-TZVPD basis) for an isolated molecule of C2H4FNO.

Properties
**LUMO level (spin up / spin down)**: 0.038 / -0.109 Ha
**Spin multiplicity**: 3
**Relative energy (zero: lowest compared OMol25 entry of this formula, charge and spin)**: 304.8 kJ/mol
**Charge**: 0
**Gap between HOMO and LUMO (spin up / spin down)**: 6.8 / 7.8 eV
**HOMO (spin up / spin down)**: -5.752 / -10.772 eV
**⟨S²⟩**: 2.012

Atoms and positions in Å:
C -1.81652 -0.59015 -0.10169
C 0.47655 0.28274 -0.09227
N -0.17246 -0.83194 -0.56722
O -2.30831 0.43192 0.09379
F 0.24234 -1.94660 0.10883
H -2.45712 -1.43135 -0.30891
H 1.44289 -0.10576 0.27514
H 0.60528 0.90890 -0.89173
H 0.01891 0.89746 0.76261


Density functional theory data (the ωB97M-V functional and the def2-TZVPD basis) for an isolated molecule of C2H4FNOS.

Properties
**LUMO level**: 0.024 Ha
**Relative energy (zero: lowest compared OMol25 entry of this formula, charge and spin)**: 58.9 kJ/mol
**Charge**: 0
**Gap between HOMO and LUMO**: 10.3 eV
**HOMO**: -9.618 eV

Atoms and positions in Å:
O -1.80261 1.19219 0.48513
C -1.54053 0.15003 0.00861
F -2.34843 -0.65548 -0.75975
C -0.07615 -0.73314 0.10149
N 1.07329 0.00788 0.35580
S 1.48649 1.57858 -0.42245
H -0.07794 -1.31433 -0.80240
H -0.28700 -1.56705 0.85197
H 1.03241 0.18295 1.35223
H 2.54047 1.15837 -1.17062


Density functional theory data (the ωB97M-V functional and the def2-TZVPD basis) for a cluster of 2 separate species, C2H4FNS in total.

Properties
**LUMO level**: 0.004 Ha
**Relative energy (zero: lowest compared OMol25 entry of this formula, charge and spin)**: 367.3 kJ/mol
**Charge**: 0
**Gap between HOMO and LUMO**: 9.0 eV
**HOMO**: -8.883 eV

Atoms and positions in Å:
C -1.34329 -0.92989 0.31507
C -1.05985 1.37781 -0.24728
N -1.08700 0.14947 -0.16406
F -0.97868 -2.01738 -0.40074
S 2.46573 -0.38668 -0.17968
H -0.22440 1.83247 0.09205
H -1.91129 1.70423 -0.78950
H 1.97924 -1.57272 0.24508
H 2.15954 -0.15731 1.12904


Density functional theory data (the ωB97M-V functional and the def2-TZVPD basis) for a cluster of 2 separate species, C2H4FP in total.

Properties
**LUMO level (spin up / spin down)**: -0.006 / -0.040 Ha
**Relative energy (zero: lowest compared OMol25 entry of this formula, charge and spin)**: 523.3 kJ/mol
**Charge**: 0
**Gap between HOMO and LUMO (spin up / spin down)**: 9.5 / 8.2 eV
**HOMO (spin up / spin down)**: -9.700 / -9.287 eV

Atoms and positions in Å:
C 0.86982 0.30635 -0.02401
C -1.86200 0.01088 -0.05363
F 1.11830 1.61078 0.08463
P 1.75922 -1.06307 -0.11567
H -1.24086 -0.44142 -0.82586
H -2.03890 1.10797 0.10432
H -1.81719 -0.64794 0.84170
H 3.21160 -0.88354 -0.01149


Density functional theory data (the ωB97M-V functional and the def2-TZVPD basis) for an isolated molecule of C2H4FPS.

Properties
**LUMO level (spin up / spin down)**: -0.029 / -0.029 Ha
**Relative energy (zero: lowest compared OMol25 entry of this formula, charge and spin)**: 107.0 kJ/mol
**Charge**: 0
**Gap between HOMO and LUMO (spin up / spin down)**: 7.8 / 7.8 eV
**HOMO (spin up / spin down)**: -8.564 / -8.564 eV

Atoms and positions in Å:
C -0.21320 0.26380 -0.15968
C 1.14493 0.03536 0.21677
P 2.48092 1.22523 -0.22088
S 4.13494 0.03603 0.30695
F 3.84578 -1.47434 -0.29835
H -0.80326 -0.00084 0.72149
H -0.63157 -0.32883 -0.85707
H -0.63896 1.35018 -0.16164
H 1.39792 -0.95621 0.43510


Density functional theory data (the ωB97M-V functional and the def2-TZVPD basis) for an isolated molecule of C2H4FPS.

Properties
**LUMO level (spin up / spin down)**: -0.025 / -0.005 Ha
**Relative energy (zero: lowest compared OMol25 entry of this formula, charge and spin)**: 27.4 kJ/mol
**Charge**: 0
**Gap between HOMO and LUMO (spin up / spin down)**: 6.7 / 7.5 eV
**HOMO (spin up / spin down)**: -7.420 / -7.662 eV

Atoms and positions in Å:
C -0.90776 0.03571 0.20730
C -0.05414 0.25458 -1.01561
F 1.97412 -0.71011 0.78385
P 1.41090 -0.11594 2.14141
S -0.58509 -0.30496 1.78703
H -2.00750 -0.03082 0.17877
H 0.29219 -0.71914 -1.45952
H 0.65325 1.11107 -0.83528
H -0.77595 0.47961 -1.78795


Density functional theory data (the ωB97M-V functional and the def2-TZVPD basis) for a structure of composition C2H4GaLiO.

Properties
**LUMO level (spin up / spin down)**: -0.343 / -0.488 Ha
**Relative energy (zero: lowest compared OMol25 entry of this formula, charge and spin)**: 270.1 kJ/mol
**Charge**: +2
**Gap between HOMO and LUMO (spin up / spin down)**: 10.7 / 7.0 eV
**HOMO (spin up / spin down)**: -20.032 / -20.254 eV

Atoms and positions in Å:
C 0.35418 -0.36268 0.24058
H 0.05409 -1.12850 0.96628
C 1.63243 -0.27402 -0.19780
H 2.40223 -0.93401 0.19658
H 1.89273 0.31962 -1.08724
O -0.57451 0.53471 -0.10319
Li -2.43165 0.42323 -0.24921
Ga 0.59059 1.84099 0.11649
H -3.92010 -0.41934 0.11752


Density functional theory data (the ωB97M-V functional and the def2-TZVPD basis) for a structure of composition C2H4GdO2.

Properties
**LUMO level (spin up / spin down)**: -0.580 / -0.676 Ha
**Spin multiplicity**: 8
**Relative energy (zero: lowest compared OMol25 entry of this formula, charge and spin)**: 228.5 kJ/mol
**Charge**: +3
**Gap between HOMO and LUMO (spin up / spin down)**: 9.2 / 5.9 eV
**HOMO (spin up / spin down)**: -25.023 / -24.289 eV
**⟨S²⟩**: 16.277

Atoms and positions in Å:
C 0.50761 -0.05003 0.21991
C 0.01872 0.92227 1.16302
O -0.48858 -0.37662 -0.54064
H 1.48016 -0.01529 -0.28016
H 0.74084 1.74686 1.24029
H -0.11702 0.43680 2.14045
Gd -0.92452 -2.81071 -2.73715
O -0.10809 -0.76882 -1.82681
H -1.10911 0.91555 0.62109


Density functional theory data (the ωB97M-V functional and the def2-TZVPD basis) for a cluster of 3 separate species, C2H4I2NO3 in total.

Properties
**LUMO level**: -0.159 Ha
**Relative energy (zero: lowest compared OMol25 entry of this formula, charge and spin)**: 0.0 kJ/mol
**Charge**: +1
**Gap between HOMO and LUMO**: 9.4 eV
**HOMO**: -13.739 eV

Atoms and positions in Å:
C -2.12428 -1.17207 -3.23945
C -2.19975 -0.68825 0.11932
N -0.71463 -0.91036 0.36277
O -2.69656 -0.98133 -4.20890
O -2.62640 0.36881 -0.14956
O -1.58514 -1.36009 -2.24585
I -3.27939 -2.44963 0.44080
I 1.60303 1.86876 -0.35322
H -0.19929 -1.43011 -0.47598
H -0.39523 -1.46266 1.12934
H -0.18974 -0.02915 0.25113
H 1.64008 3.49174 -0.59916


Density functional theory data (the ωB97M-V functional and the def2-TZVPD basis) for a structure of composition C2H4I2O.

Properties
**LUMO level**: -0.006 Ha
**Relative energy (zero: lowest compared OMol25 entry of this formula, charge and spin)**: 164.0 kJ/mol
**Charge**: 0
**Gap between HOMO and LUMO**: 9.0 eV
**HOMO**: -9.176 eV

Atoms and positions in Å:
C 0.18127 0.20776 -0.35414
C -1.48158 -0.16290 0.60708
O 1.19189 -0.60978 0.11432
I -2.91117 1.36567 -0.02621
I -1.91767 -2.10055 0.01114
H -0.24024 0.25786 -1.41301
H 0.55028 1.13334 -0.11335
H -1.22334 0.01915 1.60180
H 0.86508 -1.42582 -0.26795


Density functional theory data (the ωB97M-V functional and the def2-TZVPD basis) for an isolated molecule of C2H4IN.

Properties
**LUMO level**: -0.001 Ha
**Relative energy (zero: lowest compared OMol25 entry of this formula, charge and spin)**: 0.0 kJ/mol
**Charge**: 0
**Gap between HOMO and LUMO**: 9.3 eV
**HOMO**: -9.332 eV

Atoms and positions in Å:
H 0.47692 -2.36673 -0.05486
N -0.16081 -1.58550 -0.01596
C 0.18525 -0.42170 0.00309
C -0.61321 0.80025 0.03478
I 2.52545 0.22705 -0.09237
H -0.41558 1.34648 0.95624
H -1.67352 0.55916 -0.03159
H -0.32451 1.44100 -0.79933


Density functional theory data (the ωB97M-V functional and the def2-TZVPD basis) for an isolated molecule of C2H4IN3.

Properties
**LUMO level (spin up / spin down)**: -0.041 / -0.041 Ha
**Relative energy (zero: lowest compared OMol25 entry of this formula, charge and spin)**: 308.5 kJ/mol
**Charge**: 0
**Gap between HOMO and LUMO (spin up / spin down)**: 7.5 / 7.5 eV
**HOMO (spin up / spin down)**: -8.561 / -8.561 eV

Atoms and positions in Å:
C -0.18116 0.16879 0.28073
C -1.48725 0.49216 -0.35399
N 0.43570 1.02804 1.00752
N 0.67133 -0.81063 -0.07666
N 1.72313 -0.64751 0.82246
I 3.43588 -0.15685 -0.01564
H -2.18428 -0.25439 0.03313
H -1.66984 1.44996 0.05474
H -1.21947 0.56489 -1.47460
H 0.47595 -1.83445 -0.27769


Density functional theory data (the ωB97M-V functional and the def2-TZVPD basis) for an isolated molecule of C2H4INO.

Properties
**LUMO level (spin up / spin down)**: 0.028 / -0.133 Ha
**Spin multiplicity**: 3
**Relative energy (zero: lowest compared OMol25 entry of this formula, charge and spin)**: 130.8 kJ/mol
**Charge**: 0
**Gap between HOMO and LUMO (spin up / spin down)**: 6.4 / 6.4 eV
**HOMO (spin up / spin down)**: -5.672 / -9.999 eV
**⟨S²⟩**: 2.006

Atoms and positions in Å:
C -0.02171 1.37060 1.26242
C 0.04003 -0.94167 0.33363
N 0.17946 1.97238 0.24478
O -0.20225 -0.08439 1.38722
I -0.01275 1.91818 3.36857
H 0.65859 -0.41548 -0.52098
H -0.78934 -1.25020 -0.09229
H 0.66801 -1.81797 0.67045
H 0.51061 2.85769 0.22494


Density functional theory data (the ωB97M-V functional and the def2-TZVPD basis) for a structure of composition C2H4INO2.

Properties
**LUMO level**: 0.007 Ha
**Relative energy (zero: lowest compared OMol25 entry of this formula, charge and spin)**: 85.3 kJ/mol
**Charge**: 0
**Gap between HOMO and LUMO**: 9.1 eV
**HOMO**: -8.915 eV

Atoms and positions in Å:
C 0.37416 1.00885 -0.81911
C -0.10578 -0.61804 0.21811
N 0.57915 -0.65197 1.38530
O 0.07249 0.89494 -2.07513
O 0.89250 1.87334 -0.20978
I -2.32792 0.01716 0.31786
H -0.12971 -1.51727 -0.37733
H -0.36911 0.06839 -2.30970
H 0.74000 0.25943 1.79841
H 0.27422 -1.33481 2.07139


Density functional theory data (the ωB97M-V functional and the def2-TZVPD basis) for a cluster of 2 separate species, C2H4INO2 in total.

Properties
**LUMO level (spin up / spin down)**: 0.000 / -0.094 Ha
**Spin multiplicity**: 3
**Relative energy (zero: lowest compared OMol25 entry of this formula, charge and spin)**: 479.1 kJ/mol
**Charge**: 0
**Gap between HOMO and LUMO (spin up / spin down)**: 9.2 / 7.7 eV
**HOMO (spin up / spin down)**: -9.154 / -10.255 eV
**⟨S²⟩**: 2.017

Atoms and positions in Å:
C 1.96231 0.01913 0.33319
C -1.33480 -0.10824 0.39425
N -1.32665 -0.26888 -0.93750
O -1.34376 0.66370 -1.72360
O -1.39858 -1.44691 -1.32146
I -1.61903 1.83245 0.98375
H 2.52873 -0.92002 0.14338
H 1.68785 0.37985 1.40059
H 1.97656 0.77924 -0.40620
H -1.13264 -0.93033 1.13358


Density functional theory data (the ωB97M-V functional and the def2-TZVPD basis) for an isolated molecule of C2H4INS.

Properties
**LUMO level**: -0.040 Ha
**Relative energy (zero: lowest compared OMol25 entry of this formula, charge and spin)**: 76.9 kJ/mol
**Charge**: 0
**Gap between HOMO and LUMO**: 7.7 eV
**HOMO**: -8.791 eV

Atoms and positions in Å:
C 0.44133 0.27973 0.25370
N -0.83364 -0.12662 0.80242
C -0.90361 -1.01797 1.76602
S 0.23486 -1.75229 2.55236
I -3.42012 -1.29410 2.34105
H 0.36905 0.67071 -0.69542
H 0.72004 1.20786 0.86269
H 1.00067 -0.66525 0.39684
H -1.63931 0.23846 0.24424


Density functional theory data (the ωB97M-V functional and the def2-TZVPD basis) for a cluster of 2 separate species, C2H4INS in total.

Properties
**LUMO level**: 0.009 Ha
**Relative energy (zero: lowest compared OMol25 entry of this formula, charge and spin)**: 21.2 kJ/mol
**Charge**: 0
**Gap between HOMO and LUMO**: 9.7 eV
**HOMO**: -9.406 eV

Atoms and positions in Å:
N 0.48316 0.27143 2.49642
C 0.85474 1.12267 1.76170
S 1.22822 2.29689 0.82952
H 0.98649 -0.47050 2.91003
C -0.77086 -0.45756 -1.76136
I 0.17705 -1.98257 -0.50344
H -1.75346 -0.32824 -1.31438
H -0.90347 -0.86724 -2.76116
H -0.30188 0.41511 -1.65732


Density functional theory data (the ωB97M-V functional and the def2-TZVPD basis) for a structure of composition C2H4INS.

Properties
**LUMO level**: -0.022 Ha
**Relative energy (zero: lowest compared OMol25 entry of this formula, charge and spin)**: 201.4 kJ/mol
**Charge**: 0
**Gap between HOMO and LUMO**: 6.7 eV
**HOMO**: -7.281 eV

Atoms and positions in Å:
C -0.29413 0.65428 0.33187
C -0.79674 -0.29403 1.23636
N 0.15818 1.41375 -0.46872
S 1.27796 -1.41124 -1.15114
I 1.76613 0.09298 -2.89820
H -0.01893 -0.58010 1.95433
H -1.04884 -1.19090 0.51675
H -1.79323 -0.03308 1.82973
H 0.74961 1.34833 -1.35098


Density functional theory data (the ωB97M-V functional and the def2-TZVPD basis) for a structure of composition C2H4IO3P.

Properties
**LUMO level**: 0.184 Ha
**Relative energy (zero: lowest compared OMol25 entry of this formula, charge and spin)**: 367.8 kJ/mol
**Charge**: -2
**Gap between HOMO and LUMO**: 4.6 eV
**HOMO**: 0.416 eV

Atoms and positions in Å:
C 0.00881 0.05384 -0.24932
C 1.16840 0.46670 0.47360
O -0.15233 2.73036 0.40267
O 2.37563 3.11850 0.79080
O 1.57679 2.29868 -1.47060
P 1.28267 2.39317 0.04488
I 2.83779 -0.92651 -0.09729
H -0.05771 -0.99048 -0.26999
H -1.00178 0.43239 0.31510
H -0.00774 0.45905 -1.32716
H 0.98486 0.05435 1.79992